C56H57N6O2P2PtSSi2 as an isolated structure. Source: the OMol25 dataset; level of theory: ωB97M-V/def2-TZVPD.

Output
ΔE to the lowest compared entry with this formula, charge and spin: 25.4 kJ/mol
Net charge: -1
Highest occupied orbital energy: -0.16257 Ha
Kohn-Sham gap: 6.407 eV
Maximum force: 0.597 eV/A

```
127
Properties=species:S:1:pos:R:3:forces:R:3:lowdin_charge:R:1
Pt 0.5232 -0.2277 -0.0729 -0.0047 0.3411 0.0063 1.018
C 3.3725 -2.9577 0.1637 -0.0102 -0.0068 0.0055 -0.149
Si 3.6499 -1.3206 -0.7185 0.0001 -0.0061 0.0653 0.329
C 3.4704 -1.5345 -2.5658 0.0327 0.0194 -0.0223 -0.164
C 5.4422 -0.8232 -0.4225 0.0257 0.0186 -0.0057 -0.175
N 2.5904 -0.0689 -0.1890 0.0369 -0.0243 0.0389 -0.376
P 2.5251 0.9085 1.1105 0.0085 0.2042 0.0461 0.628
C 0.9539 1.5157 1.0797 -0.0386 -0.2989 -0.5158 -0.557
P 0.3456 2.9379 0.3334 -0.0350 0.0149 0.1513 0.638
N -0.4536 2.7861 -0.9938 0.0236 0.0256 0.1329 -0.243
Si -1.6764 3.2368 -2.0284 0.0346 -0.0478 0.0180 0.267
C -3.3870 3.0247 -1.2492 -0.0317 0.0056 0.0045 -0.174
C -1.5836 5.0255 -2.6367 -0.0027 0.0019 -0.0186 -0.191
C -1.6358 2.1621 -3.5735 -0.0069 -0.0205 -0.0227 -0.176
C -0.6834 3.7719 1.6196 -0.0606 -0.0002 -0.0183 -0.277
C -0.8236 3.2502 2.8998 -0.0356 0.0045 0.0007 -0.102
C -1.6390 3.8766 3.8379 0.0034 -0.0014 -0.0072 -0.096
C -2.3165 5.0389 3.5037 -0.0053 -0.0074 0.0120 -0.108
C -2.1734 5.5769 2.2291 -0.0071 0.0133 -0.0022 -0.092
C -1.3634 4.9465 1.2989 -0.0037 0.0003 0.0113 -0.091
C 1.6196 4.2393 0.0922 0.0241 -0.0366 -0.0048 -0.272
C 2.2029 4.9319 1.1499 -0.0147 0.0262 -0.0143 -0.088
C 3.1398 5.9259 0.9108 -0.0204 0.0153 -0.0160 -0.099
C 3.5016 6.2423 -0.3923 -0.0249 0.0083 -0.0070 -0.109
C 2.9300 5.5535 -1.4523 -0.0109 0.0069 -0.0051 -0.094
C 1.9946 4.5568 -1.2094 0.0019 -0.0027 0.0157 -0.088
C 3.9002 2.0990 1.1766 0.0414 -0.0398 0.0768 -0.290
C 4.5191 2.5087 0.0016 -0.0142 -0.0091 -0.0049 -0.088
C 5.5286 3.4600 0.0363 0.0083 -0.0137 -0.0046 -0.083
C 5.9235 4.0111 1.2464 0.0060 -0.0264 0.0217 -0.099
C 5.2939 3.6254 2.4227 0.0260 -0.0174 -0.0111 -0.093
C 4.2828 2.6783 2.3855 0.0252 -0.0228 -0.0035 -0.103
C 2.8312 -0.1452 2.5785 -0.0095 -0.0254 -0.0242 -0.277
C 1.7611 -0.8487 3.1276 0.0177 0.0023 0.0227 -0.093
C 1.9695 -1.7978 4.1152 -0.0065 -0.0054 -0.0028 -0.081
C 3.2542 -2.0560 4.5750 -0.0058 -0.0062 0.0056 -0.099
C 4.3273 -1.3609 4.0388 0.0106 0.0147 -0.0107 -0.090
C 4.1165 -0.4147 3.0437 -0.0018 -0.0299 0.0146 -0.103
H 4.3239 -3.4421 0.4006 0.0015 0.0055 -0.0033 0.028
H 2.7941 -3.6532 -0.4486 -0.0221 -0.0125 -0.0027 0.013
H 2.8228 -2.8103 1.0961 -0.0052 -0.0090 0.0124 0.020
H 4.2194 -2.2384 -2.9411 -0.0075 -0.0133 -0.0030 0.028
H 3.6258 -0.5728 -3.0614 0.0051 -0.0118 -0.0161 0.031
H 2.4848 -1.8927 -2.8589 -0.0438 -0.0008 -0.0023 0.004
H 6.0855 -1.6561 -0.7220 0.0180 0.0059 0.0007 0.027
H 5.6540 -0.6022 0.6253 -0.0033 -0.0142 -0.0107 0.009
H 5.7272 0.0492 -1.0134 0.0027 0.0198 -0.0003 0.018
H -3.4079 3.4072 -0.2255 -0.0006 0.0174 0.0056 0.020
H -3.6330 1.9603 -1.2198 0.0090 -0.0259 0.0342 -0.010
H -4.1639 3.5348 -1.8278 -0.0074 -0.0082 -0.0103 0.024
H -1.7396 5.7600 -1.8432 -0.0083 -0.0071 0.0106 0.006
H -2.3455 5.1974 -3.4036 0.0002 0.0195 -0.0062 0.019
H -0.6076 5.2270 -3.0859 0.0065 0.0019 0.0014 0.014
H -1.2178 1.1793 -3.3412 -0.0274 -0.0203 0.0129 0.007
H -1.0005 2.6030 -4.3465 0.0202 0.0015 0.0113 0.020
H -2.6314 2.0245 -4.0066 -0.0016 0.0136 -0.0124 0.020
H -0.2810 2.3422 3.1413 0.0341 0.0228 0.0074 0.076
H -1.7417 3.4557 4.8313 0.0012 -0.0005 0.0037 0.094
H -2.9536 5.5274 4.2312 0.0024 0.0017 0.0024 0.092
H -2.6973 6.4868 1.9619 -0.0009 0.0025 0.0029 0.097
H -1.2546 5.3653 0.3052 0.0046 0.0018 -0.0155 0.089
H 1.9152 4.6968 2.1689 -0.0057 0.0016 0.0027 0.111
H 3.5899 6.4542 1.7427 0.0025 0.0004 -0.0009 0.101
H 4.2298 7.0228 -0.5789 0.0045 0.0005 0.0003 0.095
H 3.2092 5.7951 -2.4711 0.0008 0.0017 -0.0010 0.097
H 1.5316 4.0137 -2.0246 -0.0039 -0.0014 -0.0067 0.095
H 4.1948 2.0811 -0.9396 -0.0029 -0.0100 -0.0126 0.108
H 6.0003 3.7784 -0.8850 -0.0017 0.0009 0.0007 0.105
H 6.7119 4.7536 1.2718 0.0001 0.0034 -0.0005 0.099
H 5.5892 4.0653 3.3675 -0.0012 0.0022 0.0037 0.099
H 3.7904 2.3774 3.3032 0.0035 0.0069 0.0006 0.112
H 0.7651 -0.6669 2.7452 -0.0144 0.0101 -0.0118 0.072
H 1.1269 -2.3511 4.5108 0.0017 -0.0017 0.0032 0.102
H 3.4188 -2.8036 5.3414 -0.0016 0.0011 0.0017 0.095
H 5.3337 -1.5602 4.3865 0.0033 0.0009 -0.0005 0.097
H 4.9653 0.1101 2.6236 -0.0036 0.0051 0.0242 0.090
S -5.8711 -0.9508 1.1343 0.0313 0.1018 0.0064 1.014
C -4.2075 -0.5184 0.6928 -0.0495 -0.0978 -0.0815 -0.523
C -3.6937 -0.7631 -0.5746 0.0391 0.0482 0.0133 -0.076
C -2.3455 -0.5584 -0.7987 -0.0060 -0.0305 0.0119 -0.101
N -1.5087 -0.1694 0.1739 0.0600 -0.0476 0.0514 -0.087
C -2.0130 0.1271 1.3751 -0.0297 0.0002 -0.0512 -0.096
C -3.3557 -0.0289 1.6710 -0.0018 0.0202 0.0508 -0.057
C -6.8095 -0.3553 -0.2435 0.0147 -0.0101 0.0425 -0.525
C -6.5254 0.8393 -0.8911 -0.0211 0.0256 -0.0139 -0.072
C -7.3532 1.2373 -1.9284 -0.0021 -0.0126 0.0118 -0.134
N -8.4254 0.5567 -2.3323 -0.0059 0.0007 -0.0035 0.052
C -8.6927 -0.5762 -1.6897 -0.0050 0.0069 0.0010 -0.157
C -7.9215 -1.0793 -0.6532 0.0188 -0.0218 -0.0089 -0.097
H -4.3200 -1.1311 -1.3757 0.0139 0.0019 -0.0108 0.125
H -1.8997 -0.7378 -1.7687 0.0132 0.0165 0.0044 0.103
H -1.2965 0.4993 2.0953 -0.0176 -0.0207 0.0003 0.084
H -3.7204 0.2179 2.6584 -0.0010 -0.0028 0.0071 0.109
H -5.6849 1.4542 -0.6029 0.0450 0.0114 -0.0033 0.090
H -7.1422 2.1609 -2.4555 -0.0010 0.0009 -0.0052 0.108
H -9.5662 -1.1240 -2.0268 -0.0018 -0.0027 -0.0016 0.102
H -8.1738 -2.0223 -0.1864 -0.0008 -0.0002 -0.0020 0.099
O -0.1155 -1.5638 -3.2369 -0.0136 0.0080 -0.0043 0.039
C -0.0140 -2.3647 -2.3287 0.0290 0.0538 -0.0484 -0.587
N -0.1522 -3.7404 -2.4892 0.0318 -0.0322 -0.0471 0.153
C -0.3643 -4.3667 -1.1973 -0.0664 -0.0533 0.0413 -0.279
C 0.0152 -3.1932 -0.2566 0.0173 -0.0586 0.0428 -0.481
O 0.0502 -3.3020 0.9543 0.0149 0.0237 -0.0019 0.049
N 0.2336 -2.0833 -1.0016 -0.0538 -0.0612 0.0626 -0.001
C 0.5350 -5.5663 -0.9481 0.0051 0.0435 -0.0503 -0.157
C 0.4385 -6.2543 0.2596 -0.0127 0.0117 -0.0193 -0.018
C 1.2584 -7.3408 0.5110 0.0046 -0.0039 0.0186 -0.078
C 2.1801 -7.7606 -0.4412 -0.0051 0.0012 0.0019 -0.103
C 2.2784 -7.0792 -1.6430 -0.0052 -0.0013 0.0109 -0.089
C 1.4606 -5.9832 -1.8942 0.0622 0.0089 0.0122 -0.036
C -1.8381 -4.7445 -1.0285 0.0347 -0.0088 0.0194 -0.129
C -2.3468 -5.7717 -1.8222 0.0031 -0.0288 -0.0024 -0.032
C -3.6887 -6.1078 -1.7748 -0.0248 0.0076 0.0009 -0.085
C -4.5471 -5.4209 -0.9242 0.0114 -0.0085 -0.0162 -0.095
C -4.0473 -4.4087 -0.1215 0.0061 0.0284 0.0071 -0.074
C -2.6978 -4.0744 -0.1668 -0.0028 0.0005 -0.0242 -0.011
H -0.7069 -4.0258 -3.2810 -0.0385 0.0103 0.0047 0.145
H -0.2683 -5.9146 1.0051 -0.0047 -0.0091 0.0024 0.120
H 1.1827 -7.8604 1.4580 0.0014 -0.0043 0.0020 0.099
H 2.8206 -8.6106 -0.2419 0.0010 -0.0022 0.0029 0.094
H 2.9989 -7.3918 -2.3885 0.0028 0.0010 -0.0009 0.097
H 1.5576 -5.4317 -2.8198 -0.0211 0.0052 -0.0072 0.108
H -1.6775 -6.3220 -2.4754 0.0078 0.0074 0.0047 0.120
H -4.0663 -6.9074 -2.3997 -0.0019 -0.0031 -0.0017 0.098
H -5.5981 -5.6787 -0.8864 -0.0025 -0.0023 0.0013 0.097
H -4.7080 -3.8670 0.5450 0.0009 -0.0002 0.0036 0.086
H -2.3143 -3.2951 0.4786 -0.0090 -0.0071 0.0121 0.107
```
Forces are in eV/Å.